Record 1
Entry from the Open Molecules 2025 dataset: an isolated molecule of C4H10O2 (the ωB97M-V functional and the def2-TZVPD basis).

Last column: Mulliken charge in e.
CARTESIAN COORDINATES (ANGSTROEM)
C 0.11 0.15 0.23  1.42
H -0.80 0.03 -1.82  0.35
H -1.86 -2.05 -0.99  0.31
H 0.90 2.14 0.72  0.41
C 1.53 -0.51 0.20  -1.40
H -1.89 0.07 -0.42  0.38
C 0.07 1.68 0.19  -1.61
H -0.86 2.00 0.68  0.37
H 1.65 -1.08 1.13  0.32
H 1.71 -1.20 -0.62  0.30
H 0.05 2.09 -0.83  0.34
C -0.94 -0.34 -0.80  -0.76
O -0.97 -1.76 -0.75  -0.53
O -0.45 -0.25 1.48  -0.61
H 2.33 0.24 0.22  0.35
H -0.56 -1.20 1.35  0.36

The value obtained for the HOMO energy is -10.031 eV. As for the SMILES: CC(C)(O)CO. The calculation puts the LUMO energy at 0.752 eV. As for the energy relative to the best compared isomer or geometry (same formula, charge and spin): 20.1 kcal per mole. As for the gap between HOMO and LUMO: 0.39629 Eh. Its total charge is 0. For the largest force on an atom, the calculation gives 0.0092 hartree/bohr.

=====

Record 2
Entry from the Open Molecules 2025 dataset: a cluster of 2 separate species, C4H6N2 in total (the ωB97M-V functional and the def2-TZVPD basis).

Last column: Mulliken charge in e.
CARTESIAN COORDINATES (ANGSTROEM)
H -2.30 0.53 -0.47  0.30
C -0.50 -0.58 -0.06  -0.21
N 1.68 1.13 0.16  0.24
C 0.52 -1.26 -0.18  0.02
H 0.29 2.60 0.56  0.30
H -2.46 -1.24 -0.44  0.30
H 2.91 0.00 -0.68  0.26
N 2.32 0.05 0.15  -0.64
H 1.19 -2.08 -0.32  0.39
H -2.28 -0.34 1.07  0.26
C 0.58 1.61 0.21  -0.16
C -1.96 -0.38 0.03  -1.06

The value obtained for the HOMO energy is -9.067 eV. The calculation puts the LUMO energy at 0.903 eV. As for the energy relative to the best compared isomer or geometry (same formula, charge and spin): 134.7 kcal per mole. As for the gap between HOMO and LUMO: 0.36641 Eh. Its total charge is 0. For the largest force on an atom, the calculation gives 0.0126 hartree/bohr.

=====

What is the formula in the second record?
C4H6N2

=====

Among the records above, which one has the lowest gap between HOMO and LUMO?
C4H6N2

=====

LUMO energy of number 1 (C4H10O2)?
0.752 eV

=====

Copy entry 1 word for word.
Entry from the Open Molecules 2025 dataset: an isolated molecule of C4H10O2 (the ωB97M-V functional and the def2-TZVPD basis).

Last column: Mulliken charge in e.
CARTESIAN COORDINATES (ANGSTROEM)
C 0.11 0.15 0.23  1.42
H -0.80 0.03 -1.82  0.35
H -1.86 -2.05 -0.99  0.31
H 0.90 2.14 0.72  0.41
C 1.53 -0.51 0.20  -1.40
H -1.89 0.07 -0.42  0.38
C 0.07 1.68 0.19  -1.61
H -0.86 2.00 0.68  0.37
H 1.65 -1.08 1.13  0.32
H 1.71 -1.20 -0.62  0.30
H 0.05 2.09 -0.83  0.34
C -0.94 -0.34 -0.80  -0.76
O -0.97 -1.76 -0.75  -0.53
O -0.45 -0.25 1.48  -0.61
H 2.33 0.24 0.22  0.35
H -0.56 -1.20 1.35  0.36

The value obtained for the HOMO energy is -10.031 eV. As for the SMILES: CC(C)(O)CO. The calculation puts the LUMO energy at 0.752 eV. As for the energy relative to the best compared isomer or geometry (same formula, charge and spin): 20.1 kcal per mole. As for the gap between HOMO and LUMO: 0.39629 Eh. Its total charge is 0. For the largest force on an atom, the calculation gives 0.0092 hartree/bohr.